# 1
99
Properties=species:S:1:pos:R:3:forces:R:3 method="wB97M-V/def2-TZVPD" multiplicity=2 fmax_ev_per_a=2.1 total_energy_ev=-125856.722 charge=+1 s_squared=0.756 homo_lumo_gap_ev="6.8640 / 7.3653" relative_energy_ev=0.057
Sr -0.4035 0.2676 -1.2462 1.8 0.8 0.8
N -0.9068 -2.0311 -2.4632 -0.5 0.4 0.1
C -2.2740 -2.2243 -1.9367 -0.3 -0.1 0.1
C -2.7151 -1.3928 -0.7211 -0.6 -0.3 0.5
N -2.9286 0.0699 -0.7047 0.8 -0.6 -0.8
C -3.5258 0.6519 -1.8890 -0.6 0.2 0.1
C -2.6085 0.8308 -3.1000 -0.6 -0.7 0.0
N -1.6685 1.9349 -2.9645 -0.3 -0.2 0.3
C -3.4882 0.4838 0.5762 0.5 0.5 0.1
C -2.8194 1.7893 1.0056 0.0 -0.1 0.0
N -1.3640 1.5497 1.0500 -0.1 0.0 0.1
H -0.9364 -2.1099 -3.4707 0.3 -0.1 0.0
H -0.2357 -2.7039 -2.1056 0.0 0.0 0.0
H -2.4022 -3.2377 -1.5475 0.0 -0.1 -0.2
H -3.0006 -2.1228 -2.7443 0.1 0.1 -0.1
H -2.0238 -1.6004 0.1035 0.0 -0.1 0.1
H -3.6602 -1.8776 -0.4284 0.0 0.0 0.0
H -3.8946 1.6467 -1.6194 -0.1 0.0 0.0
H -4.4074 0.0751 -2.2088 0.0 0.0 0.0
H -3.3092 0.8374 -3.9423 0.3 0.5 -0.3
H -2.0311 -0.0893 -3.2344 0.0 0.0 -0.2
H -2.1306 2.7643 -2.6070 0.1 0.1 -0.1
H -1.2378 2.1765 -3.8483 0.1 0.0 0.1
H -3.2036 -0.2581 1.3221 -0.1 -0.1 0.0
H -4.5823 0.5314 0.5618 0.0 0.1 -0.1
H -3.2202 2.1174 1.9689 -0.1 0.0 0.0
H -3.0140 2.5886 0.2862 0.0 0.0 0.0
H -1.1657 0.8417 1.7572 0.0 0.0 -0.1
H -0.8732 2.3832 1.3601 0.0 0.0 0.0
C 4.8124 -2.4936 -0.7933 0.0 0.0 0.0
C 3.3969 -2.2071 -1.1996 0.0 0.0 0.0
N 2.3943 -2.9551 -0.9484 0.0 0.0 0.0
O 2.7587 -4.0718 -0.1806 0.0 0.0 0.0
C 3.1186 -0.9579 -1.9521 -0.1 -0.2 0.3
C 3.9806 -0.5895 -3.1166 0.1 0.0 0.0
N 2.1234 -0.2763 -1.5171 -0.3 0.2 -0.7
O 1.7921 0.8508 -2.1826 -0.3 0.0 0.1
H 4.8526 -3.1592 0.0638 0.0 0.0 0.0
H 5.3285 -1.5606 -0.5626 0.0 0.0 0.0
H 5.3495 -2.9717 -1.6161 0.0 0.0 0.0
H 1.9268 -4.5428 -0.0777 0.0 0.0 0.0
H 4.0473 -1.4252 -3.8167 0.0 0.0 0.0
H 4.9987 -0.3540 -2.7971 0.0 0.0 0.0
H 3.5622 0.2756 -3.6239 0.0 0.0 0.0
N -0.5566 -2.1470 4.3770 0.1 0.0 0.0
C -1.8935 -2.4800 4.4363 0.0 0.0 -0.1
C -2.7004 -2.9389 5.4701 0.0 0.0 0.0
C -4.0233 -3.1847 5.1592 0.0 0.0 0.0
C -4.5194 -2.9857 3.8623 0.0 0.0 0.0
C -3.7090 -2.5279 2.8426 0.0 0.0 0.0
C -2.3718 -2.2614 3.1380 0.0 0.0 0.1
N -1.3436 -1.7967 2.3234 0.0 0.0 0.0
C -0.2896 -1.7522 3.0962 0.0 0.0 0.0
C 1.0594 -1.3485 2.6992 0.0 0.1 0.0
C 2.1822 -1.6197 3.4236 0.0 0.0 0.0
S 3.5415 -0.9316 2.6614 0.0 0.0 0.0
C 2.5252 -0.3390 1.4247 0.0 0.0 0.0
N 1.2626 -0.6251 1.5465 -0.1 0.0 0.1
H 0.0890 -2.1288 5.1464 0.0 0.0 0.0
H -2.3164 -3.1018 6.4683 0.0 0.0 0.0
H -4.6907 -3.5451 5.9301 0.0 0.0 0.0
H -5.5597 -3.2026 3.6604 0.0 0.0 0.0
H -4.0988 -2.3919 1.8425 0.0 0.0 0.0
H 2.2772 -2.2006 4.3261 0.0 0.0 0.0
H 2.9346 0.2198 0.5977 0.0 0.0 0.0
C 0.7096 4.6848 4.5432 0.0 0.0 0.0
C 0.9150 5.5549 3.4813 0.0 0.0 0.0
C 1.2229 5.0564 2.2222 0.0 0.0 0.0
C 1.3300 3.6812 2.0035 0.0 0.0 -0.1
C 1.1245 2.8204 3.0839 0.0 0.0 0.0
C 0.8170 3.3158 4.3446 0.0 0.0 0.0
Ge 1.8039 2.9516 0.2414 0.0 -0.1 -0.1
C 3.7394 2.7937 0.1111 -0.1 0.1 0.0
C 4.5139 3.1517 1.2178 0.0 0.0 0.0
C 5.8928 2.9923 1.1958 0.0 0.0 0.0
C 6.5141 2.4702 0.0696 0.0 0.0 0.0
C 5.7519 2.1049 -1.0319 0.0 0.0 0.0
C 4.3719 2.2564 -1.0114 0.0 0.0 0.0
C 0.8489 3.9198 -1.1542 0.0 0.0 0.1
C -0.3396 4.5882 -0.8442 0.0 0.0 0.0
C -1.0766 5.2325 -1.8302 0.0 0.0 0.0
C -0.6364 5.2126 -3.1478 0.0 0.0 0.0
C 0.5366 4.5405 -3.4711 0.0 0.0 0.0
C 1.2682 3.8918 -2.4858 0.0 0.0 0.0
H 0.4707 5.0740 5.5243 0.0 0.0 0.0
H 0.8402 6.6239 3.6339 0.0 0.0 0.0
H 1.3852 5.7506 1.4051 0.0 0.0 0.0
H 1.2121 1.7473 2.9426 0.0 0.0 0.0
H 0.6652 2.6343 5.1723 0.0 0.0 0.0
H 4.0418 3.5611 2.1035 0.0 0.0 0.0
H 6.4819 3.2813 2.0568 0.0 0.0 0.0
H 7.5896 2.3506 0.0496 0.0 0.0 0.0
H 6.2360 1.7016 -1.9132 0.0 0.0 0.0
H 3.7777 1.9413 -1.8604 0.0 0.0 0.0
H -0.6869 4.6340 0.1838 0.0 0.0 0.0
H -1.9798 5.7691 -1.5659 0.0 0.0 0.0
H -1.1971 5.7294 -3.9164 0.0 0.0 0.0
H 0.8891 4.5295 -4.4952 0.0 0.0 0.0
H 2.1663 3.3541 -2.7596 0.0 0.0 0.0

# 2
17
Properties=species:S:1:pos:R:3:forces:R:3 method="wB97M-V/def2-TZVPD" fmax_ev_per_a=0.4 total_energy_ev=-9441.534 charge=0 smiles=OC[C@H]1CCOC1 homo_lumo_gap_ev=10.5923 relative_energy_ev=1.509
O 2.3759 0.1973 0.8673 0.3 0.0 0.0
C 1.5877 -0.5608 -0.0301 -0.3 -0.2 -0.3
C 0.1325 -0.3978 0.3629 0.0 0.0 0.0
C -0.3326 1.0653 0.3588 0.0 0.1 0.0
C -1.7758 0.9313 -0.1081 0.0 0.2 0.1
O -1.7280 -0.0754 -1.1029 -0.1 0.0 -0.1
C -0.8295 -1.0721 -0.6445 0.2 -0.3 0.0
H 3.2696 0.2512 0.5105 -0.1 0.0 0.1
H 1.7153 -0.2103 -1.0683 0.0 0.0 0.2
H 1.8652 -1.6275 -0.0022 0.0 0.2 0.0
H -0.0047 -0.8251 1.3636 0.0 0.1 -0.1
H -0.2232 1.5489 1.3322 0.0 -0.1 -0.1
H 0.2425 1.6422 -0.3756 -0.1 -0.1 0.1
H -2.1869 1.8372 -0.5605 0.0 -0.1 0.0
H -2.4323 0.6269 0.7243 0.1 0.0 -0.1
H -0.3060 -1.4720 -1.5214 -0.1 0.0 0.1
H -1.3805 -1.8993 -0.1741 0.0 0.1 -0.1